ORCA calculation (wB97M-V/def2-TZVPD) on the molecule C4H9N3O2 in a non-equilibrium geometry.

XYZ file:
```
18
Properties=species:S:1:pos:R:3:forces:R:3:mulliken_charge:R:1
H 3.24077 0.10773 -0.01379 -0.16 -0.05 0.18 0.266
N 2.54758 -0.63063 0.01516 0.00 -0.08 -0.33 -0.648
C 1.35423 -0.31614 -0.01836 -0.32 2.02 0.76 0.547
N 0.15994 -0.76395 -0.27801 -0.90 0.81 -0.13 0.128
C -0.13236 -1.73936 -1.31096 0.01 -0.34 0.22 -0.927
C -0.85736 0.47313 0.11630 0.42 -1.16 -0.11 0.744
C -1.46524 0.17503 1.46902 -0.02 0.15 0.02 -1.357
O -1.53392 0.91881 -0.82443 1.15 0.26 0.60 -0.750
N 0.63687 1.29862 0.46182 0.01 -1.32 -1.61 -0.220
O 0.79541 2.26649 -0.55046 -0.12 -0.49 0.48 -0.402
H -1.08166 -1.46626 -1.77716 0.07 0.01 0.12 0.359
H -0.19550 -2.73364 -0.86215 -0.13 0.01 -0.19 0.286
H 0.64137 -1.76035 -2.08042 0.02 0.11 0.10 0.316
H -0.73663 -0.23012 2.17391 -0.02 0.00 -0.09 0.379
H -1.87972 1.10195 1.87072 -0.05 -0.07 -0.03 0.346
H -2.27589 -0.54274 1.33869 0.04 0.02 0.02 0.320
H 0.79793 1.73936 1.36597 -0.02 0.06 -0.09 0.236
H -0.01583 2.10208 -1.09583 0.02 0.07 0.10 0.377
```
Forces are in eV/Å.

Computed properties:
Net charge   0
F_max   0.0424 hartree/bohr
HOMO energy   -9.300 eV
Energy relative to the best compared isomer or geometry (same formula, charge and spin)   396.0 kJ/mol
LUMO   0.75 eV

***

ORCA calculation (wB97M-V/def2-TZVPD) on the molecule C4H9N3O2 in a non-equilibrium geometry.

XYZ file:
```
18
Properties=species:S:1:pos:R:3:forces:R:3:mulliken_charge:R:1
H -0.51638 -2.12337 -1.37139 0.08 0.19 0.17 0.238
N -0.13640 -2.00913 -0.43161 0.33 2.50 0.72 -0.971
C 0.28362 -0.78272 -0.22405 2.97 -3.28 -1.30 0.558
C 0.70363 0.17679 -1.34830 -0.25 0.71 0.18 -0.123
C 0.68923 1.39959 -0.48616 -1.86 -0.57 1.32 0.264
O 1.45576 2.26381 -0.18344 -1.45 -0.92 -0.76 -0.499
N -0.79252 1.20610 0.09030 0.73 4.60 -1.39 -0.296
C -1.87273 0.62717 0.87535 0.18 -0.60 0.33 -0.842
N 1.25209 -0.59814 0.82087 -1.04 -0.47 -0.57 -0.114
O 2.07039 -1.72221 0.97131 -0.44 -1.06 0.32 -0.490
H 1.70862 -0.01615 -1.72890 -0.09 -0.46 0.06 0.262
H -0.04555 0.22306 -2.14192 0.16 0.16 0.08 0.296
H -1.16022 2.12885 -0.15581 0.41 -0.11 0.21 0.239
H -2.39002 -0.13943 0.29125 0.21 -0.45 0.48 0.288
H -2.63751 1.38630 1.05033 0.27 0.16 0.12 0.375
H -1.49247 0.30322 1.84639 -0.38 -0.46 -0.10 0.242
H 1.38915 0.10617 1.54215 -0.44 -0.42 -0.52 0.221
H 1.49132 -2.42991 0.58362 0.60 0.47 0.63 0.352
```
Forces are in eV/Å.

Computed properties:
Net charge   0
F_max   0.0945 hartree/bohr
HOMO energy (alpha / beta)   -8.599 / -8.599 eV
Energy relative to the best compared isomer or geometry (same formula, charge and spin)   581.5 kJ/mol
LUMO (alpha / beta)   0.42 / 0.42 eV

***

ORCA calculation (wB97M-V/def2-TZVPD) on the molecule C4H9N3S in a non-equilibrium geometry.

XYZ file:
```
17
Properties=species:S:1:pos:R:3:forces:R:3:mulliken_charge:R:1
H 1.42565 1.22418 2.37956 -2.47 -3.26 -1.31 0.255
N 0.65009 0.34755 2.16776 1.03 4.29 -1.58 -0.719
C 0.15649 0.37018 0.91963 4.48 -0.94 2.05 0.376
C 0.93673 0.66902 -0.38002 3.07 1.07 -0.28 -0.385
C 0.47914 1.97224 -1.24343 -3.24 0.09 1.73 -0.899
N -0.99314 -0.30517 0.83159 -4.57 -3.47 1.90 -0.207
N -1.36421 -1.45514 -0.05114 -0.98 4.39 -3.06 -0.305
C -0.71366 -2.64458 -0.29624 -1.59 0.86 1.79 -0.101
S 0.27782 -3.16815 0.90288 0.20 -0.67 -1.28 -0.274
H 2.13057 0.77983 -0.05527 -3.21 -0.02 -0.69 0.270
H 1.00858 -0.28896 -0.97477 -0.60 1.05 0.42 0.276
H 0.60805 2.89371 -0.60980 0.68 -0.89 -0.69 0.284
H 0.89703 2.17482 -2.32497 -1.12 -0.88 2.28 0.290
H -0.83142 2.00354 -1.06059 3.67 -0.40 -1.56 0.215
H -1.44813 -0.48154 1.83378 1.64 0.40 -2.91 0.344
H -1.88072 -0.97105 -0.90097 1.30 -1.75 2.22 0.283
H -1.33886 -3.12048 -1.13801 1.69 0.13 0.99 0.297
```
Forces are in eV/Å.

Computed properties:
Net charge   0
F_max   0.1177 hartree/bohr
HOMO energy   -8.686 eV
Energy relative to the best compared isomer or geometry (same formula, charge and spin)   479.8 kJ/mol
LUMO   0.24 eV

***

ORCA calculation (wB97M-V/def2-TZVPD) on the molecule C4H9N3S in a non-equilibrium geometry.

XYZ file:
```
17
Properties=species:S:1:pos:R:3:forces:R:3:mulliken_charge:R:1
C 0.03292 -1.51369 0.96797 0.48 -0.81 -2.26 -1.330
C -0.32303 -0.30578 -0.02259 2.98 -1.38 3.03 0.487
N -1.27626 -0.02442 -0.74313 -2.25 -0.62 -1.09 -0.196
N -2.34296 -0.87239 -0.75475 -1.40 -2.43 -0.70 -0.569
N 0.65199 0.74631 0.06627 2.32 -1.95 -1.44 0.164
C 0.21534 2.10401 0.13388 -0.58 1.66 0.10 -0.841
C 1.92195 0.45336 -0.36558 1.51 1.16 -0.44 -0.166
S 2.80958 -0.94920 -0.59090 -1.24 0.79 0.20 -0.264
H 0.97624 -1.17431 1.46941 -1.29 -0.61 0.04 0.324
H -0.80550 -1.86295 1.58090 0.17 0.81 0.36 0.442
H 0.31437 -2.51778 0.42352 -0.34 2.15 0.51 0.302
H -2.90395 -0.74249 -1.65086 1.23 -0.64 1.89 0.246
H -2.20466 -1.93227 -0.40516 -0.20 3.23 -1.42 0.251
H -0.80035 1.94932 0.73197 1.97 1.39 -1.62 0.278
H 1.01589 2.61596 0.80393 -1.68 -0.31 -1.28 0.371
H 0.15607 2.65486 -0.99456 -0.22 -1.44 3.30 0.253
H 2.56235 1.37146 -0.65033 -1.45 -1.00 0.82 0.248
```
Forces are in eV/Å.

Computed properties:
Net charge   0
F_max   0.0869 hartree/bohr
HOMO energy   -8.259 eV
Energy relative to the best compared isomer or geometry (same formula, charge and spin)   313.8 kJ/mol
LUMO   0.49 eV

***

ORCA calculation (wB97M-V/def2-TZVPD) on the molecule C4H9N3S in a non-equilibrium geometry.

XYZ file:
```
17
Properties=species:S:1:pos:R:3:forces:R:3:mulliken_charge:R:1
C -1.89803 1.52920 -1.51075 1.18 1.60 -0.02 -0.779
N -0.89954 0.96606 -0.61577 -0.02 -0.03 -0.09 -0.043
N -1.42492 0.08197 0.27452 0.22 -0.29 0.29 -0.505
C -0.65346 -0.75089 0.85202 -0.77 -0.27 0.37 -0.065
N 0.74597 -0.85776 0.65896 0.30 -0.09 -0.02 -0.025
C 1.58989 0.31582 0.88692 -0.43 0.09 -1.31 -1.076
C 1.30459 -2.07949 0.51597 -0.49 -0.29 -0.04 -0.196
S 2.89876 -2.41982 0.43800 -0.07 0.04 0.02 -0.319
H -2.35368 0.82288 -2.15483 -0.45 -0.91 -0.70 0.328
H -1.38936 2.31699 -2.13918 -0.58 -0.78 0.67 0.302
H -2.66564 1.99886 -0.91184 -0.14 0.16 0.10 0.250
H -0.08804 0.59875 -1.09760 0.13 0.02 -0.11 0.230
H -1.11337 -1.45194 1.57053 0.31 0.42 -0.47 0.429
H 2.29790 0.43493 0.05361 -0.29 0.04 0.17 0.351
H 0.94346 1.18086 0.97813 0.03 0.11 -0.04 0.438
H 2.16728 0.19109 1.76068 0.64 -0.24 1.13 0.393
H 0.53818 -2.87750 0.44063 0.43 0.42 0.05 0.288
```
Forces are in eV/Å.

Computed properties:
Net charge   0
F_max   0.0386 hartree/bohr
HOMO energy   -8.598 eV
Energy relative to the best compared isomer or geometry (same formula, charge and spin)   165.6 kJ/mol
LUMO   0.52 eV

***

ORCA calculation (wB97M-V/def2-TZVPD) on an isolated ion of composition C4H9N3S and charge +2 in a non-equilibrium geometry.

XYZ file:
```
17
Properties=species:S:1:pos:R:3:forces:R:3:mulliken_charge:R:1
C -2.19544 -0.32183 -0.16975 -0.94 0.46 -0.76 0.089
C -0.17143 0.61783 0.75365 2.81 2.25 0.74 0.873
C 0.58618 1.92496 1.19172 0.51 -2.90 1.91 -1.180
C 0.61394 -2.42847 -1.20451 -2.89 -0.12 -1.65 -0.837
N -1.72319 -1.49453 -0.28340 -0.64 0.12 0.01 -0.262
N -1.38596 0.76961 0.27136 -2.99 -0.33 -0.58 -0.145
N 0.51203 -0.52284 0.79803 -4.66 -0.45 -1.82 -0.238
S -0.31417 -2.04800 0.25012 1.03 0.58 0.61 0.486
H -3.31365 -0.13475 -0.50989 2.47 -0.11 0.77 0.391
H -0.05124 2.71647 0.95678 -0.37 1.65 -1.15 0.350
H 1.65746 1.88192 0.80855 -1.55 0.51 0.43 0.382
H 0.55549 2.00685 2.34919 0.43 -0.64 -1.65 0.386
H 1.06927 -1.59882 -1.62246 0.78 2.07 -0.62 0.381
H -0.02852 -2.85470 -2.03171 0.15 0.27 1.17 0.381
H 1.33180 -3.11757 -0.98723 1.94 -2.13 1.04 0.402
H -1.89089 1.69520 0.22824 1.23 -1.06 0.35 0.305
H 1.40038 -0.52491 1.16163 2.69 -0.19 1.20 0.235
```
Forces are in eV/Å.

Computed properties:
Net charge   +2
F_max   0.0977 hartree/bohr
HOMO energy   -19.918 eV
Energy relative to the best compared isomer or geometry (same formula, charge and spin)   166.3 kJ/mol
LUMO   -9.62 eV